1.
Computed, not measured: a 10-piece molecular cluster, C5H29NO10 overall, with ωB97M-V/def2-TZVPD.

Results
* 2S+1: 1
* highest occupied orbital energy: -9.24 eV
* SMILES: C[C@@H](C=O)N(C)C.O.O.O.O.O.O.O.O.O
* Kohn-Sham gap: 9.321 eV
* DFT total energy: -1015.01323 hartree
* lowest unoccupied orbital energy: 0.08 eV
* relative energy (zero: lowest compared OMol25 entry of this formula, charge and spin): 85.8 kcal per mole

The geometry in XYZ format:
```
45
Properties=species:S:1:pos:R:3:mulliken_charge:R:1
C 2.816 -0.205 -1.774 -0.9828
C 1.541 0.325 -2.483 0.0656
C 0.361 -0.611 -2.294 -0.3886
O -0.039 -1.086 -1.258 -0.3539
N 1.016 1.657 -2.031 0.0750
C 1.333 2.043 -0.665 -0.0252
C 1.456 2.728 -2.920 -1.1456
H 2.537 -1.142 -1.280 0.1722
H 3.177 0.413 -0.966 0.2529
H 3.591 -0.472 -2.488 0.3151
H 1.776 0.371 -3.523 0.6554
H -0.132 -0.808 -3.265 0.4164
H 0.728 1.415 -0.030 -0.7293
H 2.362 2.139 -0.297 0.3062
H 1.073 3.076 -0.457 0.5414
H 2.529 2.931 -2.825 0.3893
H 0.806 3.589 -2.805 0.3674
H 1.333 2.463 -3.973 0.3897
O -2.225 3.185 3.593 -0.7332
H -2.450 2.276 3.285 0.3953
H -2.548 3.747 2.878 0.3271
O -3.277 0.910 2.525 -0.7437
H -2.535 0.736 1.925 0.4843
H -3.119 0.264 3.232 0.3290
O 1.053 -0.633 2.068 -0.6326
H 0.285 -1.226 2.136 0.3452
H 1.228 -0.367 2.977 0.2437
O 2.484 -2.821 0.947 -0.6623
H 2.228 -3.055 1.855 0.3090
H 1.841 -2.159 0.659 0.3593
O 0.310 3.020 2.011 -0.6697
H -0.408 3.321 2.592 0.3399
H 0.058 2.149 1.691 0.3485
O -1.159 0.389 0.760 -0.5345
H -1.458 0.488 -0.146 0.3084
H -0.287 -0.011 0.679 -0.2101
O -1.620 -2.724 0.046 -0.7277
H -1.264 -2.314 -0.774 0.3686
H -2.546 -2.534 0.155 0.2978
O -1.372 -1.828 2.704 -0.6071
H -1.433 -2.700 3.124 0.2638
H -1.321 -1.974 1.730 0.4757
O -1.073 -3.573 -3.922 -0.6310
H -0.282 -3.582 -3.375 0.3175
H -1.749 -3.902 -3.316 0.3176
```



2.
Computed, not measured: C24H46Br2F3Ni2O12S4 as an isolated structure, with ωB97M-V/def2-TZVPD.

Results
* 2S+1: 5
* <S²>: 6.009
* highest occupied orbital energy (alpha / beta): -10.44 / -10.33 eV
* Kohn-Sham gap (alpha / beta): 6.028 / 4.847 eV
* DFT total energy: -11901.45840 hartree
* lowest unoccupied orbital energy (alpha / beta): -4.41 / -5.49 eV
* charge: +1

The geometry in XYZ format:
```
93
Properties=species:S:1:pos:R:3:mulliken_spin:R:1
Ni 3.072 1.038 0.246 1.7934
Ni 0.275 -0.833 -0.293 1.8063
C 3.189 -0.479 -2.207 0.0167
O 3.982 0.528 -1.661 -0.0111
O 2.196 -0.763 -1.296 0.1170
C 2.656 -0.136 -3.795 -0.0046
F 3.569 -0.599 -4.737 0.0001
F 1.418 -0.619 -3.933 -0.0011
F 2.552 1.165 -3.986 0.0001
C 5.130 0.833 -2.392 -0.0011
C 5.924 2.007 -1.873 -0.0005
H 6.041 1.934 -0.792 0.0005
H 6.903 2.124 -2.338 0.0003
H 5.349 2.899 -2.123 0.0012
H 4.905 1.070 -3.432 -0.0007
H 5.889 0.068 -2.554 0.0000
H 3.680 -1.451 -2.160 0.0024
O 1.046 0.689 1.006 0.1217
C -0.075 1.219 1.583 -0.0091
C -1.323 0.224 1.807 0.0035
O -1.597 -0.636 0.729 0.1048
H -0.505 2.079 1.070 0.0016
H -0.034 1.586 2.608 0.0035
H -2.208 0.745 2.172 0.0057
H -1.057 -0.390 2.668 0.0064
C -1.086 -4.606 3.432 0.0004
C -0.308 -5.532 2.576 -0.0002
C 1.055 -4.958 2.082 0.0030
S 0.871 -3.129 2.211 0.0032
O 0.714 -2.602 0.847 0.0125
O 1.741 -2.574 3.222 -0.0002
C -0.857 -3.271 2.922 -0.0043
H -0.767 -4.700 4.471 0.0000
H -2.136 -4.875 3.544 -0.0001
H -1.130 -5.706 1.882 0.0000
H -0.018 -6.531 2.902 0.0002
H 1.593 -5.254 1.182 -0.0001
H 1.791 -5.136 2.867 0.0008
H -1.337 -3.350 1.946 0.0019
H -1.199 -2.323 3.337 0.0014
C -1.748 0.678 -4.748 -0.0002
C -3.056 0.350 -3.929 0.0000
C -3.031 0.918 -2.498 -0.0002
S -1.380 1.699 -2.214 0.0075
O -0.466 0.655 -1.842 -0.0011
O -1.499 2.916 -1.472 0.0006
C -1.222 1.945 -4.054 0.0028
H -2.029 0.918 -5.774 0.0001
H -1.142 -0.216 -4.603 -0.0001
H -3.189 -0.731 -3.972 0.0000
H -3.897 0.734 -4.505 0.0000
H -3.215 0.226 -1.676 0.0009
H -3.542 1.863 -2.311 0.0001
H -0.210 2.307 -4.238 0.0001
H -1.814 2.780 -4.427 0.0001
C -5.496 -1.931 0.892 0.0002
C -4.682 -2.198 -0.300 0.0026
C -4.000 -3.573 -0.201 -0.0003
S -4.996 -4.621 0.804 -0.0001
O -4.156 -5.457 1.593 0.0000
O -6.113 -5.194 0.125 0.0000
C -5.582 -3.169 1.796 -0.0002
H -6.514 -1.620 0.657 -0.0001
H -5.032 -1.091 1.408 0.0001
H -4.060 -1.347 -0.576 -0.0035
H -5.345 -2.357 -1.151 -0.0002
H -3.018 -3.370 0.226 0.0002
H -3.921 -4.157 -1.118 0.0002
H -4.655 -3.179 2.369 0.0001
H -6.515 -3.517 2.238 0.0000
C 1.723 6.049 -0.141 0.0000
C 3.236 5.655 -0.331 -0.0006
C 3.335 5.169 -1.778 0.0023
S 2.020 3.876 -1.765 0.0044
O 2.619 2.622 -1.177 0.0028
O 1.319 3.839 -3.075 0.0053
C 0.934 4.785 -0.567 -0.0013
H 1.498 6.848 -0.848 0.0000
H 1.525 6.342 0.890 0.0000
H 3.585 5.019 0.482 0.0004
H 3.893 6.525 -0.313 0.0000
H 4.251 4.632 -2.025 -0.0001
H 3.032 5.929 -2.498 0.0001
H 0.507 4.140 0.200 0.0011
H 0.081 5.100 -1.168 -0.0001
Br -0.695 1.413 5.595 0.0000
C 0.826 0.057 5.480 0.0005
C 2.155 0.745 5.418 0.0000
Br 3.683 -0.402 5.877 0.0000
H 0.726 -0.482 4.538 -0.0003
H 0.819 -0.666 6.296 0.0000
H 2.163 1.524 6.180 0.0000
H 2.391 1.263 4.489 0.0004
```



3.
Computed, not measured: C42H49Cl3FN4O4PPbS4Si as an isolated structure, with ωB97M-V/def2-TZVPD.

Results
* 2S+1: 1
* highest occupied orbital energy: -5.71 eV
* Kohn-Sham gap: 3.747 eV
* DFT total energy: -6046.93749 hartree
* lowest unoccupied orbital energy: -1.96 eV
* relative energy (zero: lowest compared OMol25 entry of this formula, charge and spin): 21.7 kcal per mole

The geometry in XYZ format:
```
110
Properties=species:S:1:pos:R:3:mulliken_charge:R:1
Pb -0.506 -0.077 -1.352 0.6604
F 1.636 -1.240 4.916 -0.3885
C 0.384 -1.009 4.476 0.4835
C -0.026 -1.566 3.307 -0.2889
C -1.332 -1.331 2.872 0.1749
C -1.800 -1.935 1.668 1.1876
O -1.039 -2.779 1.070 -0.1548
C -3.088 -1.646 1.229 -0.4097
C -3.890 -0.857 2.004 -0.1860
N -3.500 -0.338 3.170 0.4980
C -4.477 0.295 4.030 -0.3294
C -4.417 1.773 4.282 -0.4203
C -5.528 1.188 3.460 -0.9840
C -2.208 -0.548 3.634 0.0570
C -1.757 0.000 4.837 -0.9470
C -0.462 -0.215 5.255 -1.0622
N -0.036 0.388 6.478 0.5062
C -0.371 -0.338 7.692 -0.5017
C -0.342 0.637 8.857 -0.8160
N 1.033 1.251 8.926 -0.1274
C 1.386 1.947 7.634 -0.9683
C 1.321 0.915 6.524 -0.5391
C -3.597 -2.178 -0.076 0.4244
O -4.562 -1.687 -0.601 -0.6745
O -2.873 -3.151 -0.589 -0.4152
H 0.641 -2.176 2.711 0.5582
H -4.902 -0.648 1.684 0.6976
H -4.763 -0.330 4.867 0.4694
H -3.660 2.344 3.756 0.2251
H -4.631 2.120 5.285 0.3199
H -5.510 1.393 2.396 0.3437
H -6.519 1.124 3.885 0.2544
H -2.394 0.624 5.446 0.6258
H 0.330 -1.167 7.888 0.2639
H -1.368 -0.760 7.603 0.4710
H -0.562 0.153 9.805 0.4170
H -1.050 1.443 8.680 0.3638
H 1.710 0.500 9.070 0.3985
H 1.103 1.892 9.713 0.3500
H 2.378 2.383 7.727 0.4332
H 0.653 2.733 7.467 0.3614
H 2.077 0.139 6.708 0.3938
H 1.559 1.392 5.575 0.4832
O 1.371 6.042 1.929 -0.6253
C 0.962 5.011 1.449 0.4886
S 1.106 3.431 2.234 -0.1396
C 0.292 2.476 0.996 -0.2243
C -0.147 3.147 -0.083 -0.1173
S -0.993 2.516 -1.480 -0.5129
S 0.153 4.883 -0.113 -0.1319
S 0.137 0.771 1.291 -0.2069
C 2.657 2.503 -2.188 -1.1623
C 3.298 1.327 -1.445 0.5214
C 4.764 1.229 -1.869 -1.6651
P 2.210 -0.148 -1.746 0.5586
C 2.784 -1.610 -0.747 1.7071
C 2.337 -2.882 -1.475 -1.4041
C 4.254 -1.691 -0.345 -1.6328
C 2.385 -0.548 -3.487 -0.2270
C 3.606 -0.946 -4.048 -0.3762
C 3.759 -1.192 -5.398 0.5944
C 5.090 -1.589 -5.993 -1.7867
C 2.623 -1.037 -6.203 -0.9635
C 1.401 -0.673 -5.688 -0.2449
C 1.218 -0.417 -4.298 -0.4801
N 0.017 -0.114 -3.756 0.7499
C -1.092 0.138 -4.598 -1.1387
C -2.096 -0.826 -4.751 1.4182
C -1.938 -2.192 -4.136 -1.4251
C -3.233 -0.519 -5.500 -1.1773
C -3.400 0.720 -6.099 0.8240
C -4.645 1.046 -6.891 -1.4952
C -2.376 1.654 -5.968 -1.2036
C -1.223 1.382 -5.244 1.5760
C -0.129 2.410 -5.131 -1.0831
H 3.194 3.429 -1.964 0.5841
H 1.612 2.639 -1.920 -0.0908
H 2.702 2.329 -3.267 0.1955
H 3.232 1.496 -0.364 0.6380
H 4.838 1.122 -2.952 0.3279
H 5.303 0.410 -1.397 0.3221
H 5.267 2.161 -1.593 0.5028
H 2.191 -1.514 0.171 -0.4602
H 3.014 -3.110 -2.300 0.2964
H 1.334 -2.774 -1.893 0.1333
H 2.317 -3.732 -0.787 0.4971
H 4.899 -1.787 -1.220 0.2407
H 4.402 -2.586 0.269 0.4920
H 4.568 -0.828 0.242 0.3585
H 4.467 -1.075 -3.398 0.0963
H 5.844 -1.717 -5.214 0.3332
H 5.453 -0.829 -6.690 0.3394
H 5.015 -2.529 -6.548 0.3593
H 2.712 -1.221 -7.271 0.3760
H 0.538 -0.596 -6.339 0.5054
H -0.894 -2.506 -4.140 0.1437
H -2.531 -2.929 -4.681 0.4618
H -2.283 -2.205 -3.099 0.1628
H -4.003 -1.277 -5.614 0.3217
H -5.374 0.239 -6.819 0.3595
H -4.409 1.200 -7.948 0.3022
H -5.109 1.963 -6.520 0.3404
H -2.479 2.624 -6.448 0.3666
H -0.363 3.286 -5.739 0.4283
H 0.829 2.001 -5.460 0.2450
H -0.008 2.728 -4.094 0.0785
Cl -0.360 -5.379 1.500 -0.4316
Si -1.761 -4.191 0.319 0.5368
Cl -3.384 -4.948 1.443 -0.3187
Cl -0.973 -4.855 -1.452 -0.2671
```



4.
Computed, not measured: C10H30ClIO3P3Ru as an isolated structure, with ωB97M-V/def2-TZVPD.

Results
* 2S+1: 5
* <S²>: 6.032
* highest occupied orbital energy (alpha / beta): -19.93 / -19.91 eV
* Kohn-Sham gap (alpha / beta): 7.009 / 5.309 eV
* DFT total energy: -2500.38959 hartree
* lowest unoccupied orbital energy (alpha / beta): -12.92 / -14.60 eV
* charge: +3
* relative energy (zero: lowest compared OMol25 entry of this formula, charge and spin): 0.0 kcal per mole

The geometry in XYZ format:
```
49
Properties=species:S:1:pos:R:3:mulliken_spin:R:1
C -1.784 -0.086 -1.449 -0.0647
I 2.898 -0.012 -0.511 1.1646
H -1.822 0.029 -2.542 -0.0117
H -2.262 0.776 -0.965 0.0450
H -2.303 -1.007 -1.152 0.0315
Ru 0.193 -0.146 -0.963 2.0388
P 0.361 2.123 -1.379 0.1605
C 0.038 3.218 0.055 0.0738
C 1.937 2.878 -1.956 0.0331
H 1.740 3.923 -2.241 0.0031
H -0.675 3.910 -2.661 0.0109
H 2.307 2.307 -2.813 0.0004
H -0.715 2.333 -3.536 -0.0019
H 0.679 2.890 0.882 -0.0028
H 2.676 2.838 -1.144 0.0069
C -0.847 2.827 -2.566 0.0238
H 0.247 4.267 -0.202 0.0230
H -1.864 2.642 -2.195 -0.0013
H -1.013 3.107 0.350 0.0067
P 0.153 -2.364 -1.274 0.1030
C -0.326 -3.382 0.165 0.0451
C -0.949 -3.051 -2.565 0.0139
H 2.153 -2.475 -2.609 -0.0012
H 1.653 -4.114 -2.052 0.0062
H 2.473 -2.970 -0.923 0.0081
C 1.775 -3.061 -1.764 0.0438
H -0.759 -2.538 -3.516 -0.0023
H -0.746 -4.126 -2.679 0.0052
H -0.395 -4.436 -0.136 0.0129
H -1.310 -3.058 0.520 0.0016
H -1.997 -2.908 -2.277 0.0018
H 0.403 -3.269 0.978 -0.0001
Cl 0.714 -0.155 -3.291 0.1092
C -1.863 1.955 2.558 0.0068
O -0.987 1.225 1.675 -0.0147
P -0.611 -0.378 1.739 0.0244
O -0.957 -0.643 3.357 0.0052
C -0.192 0.216 4.257 -0.0003
O 1.045 -0.388 1.922 0.0861
C 1.672 -1.481 2.663 0.0082
H -2.518 2.559 1.925 0.0002
H -1.240 2.618 3.183 0.0017
H -2.479 1.285 3.172 -0.0007
H 0.512 0.916 3.766 -0.0005
H -0.924 0.803 4.812 -0.0008
H 0.383 -0.433 4.926 -0.0002
H 2.234 -2.039 1.895 0.0026
H 2.340 -0.973 3.377 -0.0048
H 0.953 -2.155 3.182 0.0003
```